Formula: C7H19NSSi
Source: the Open Molecules 2025 dataset
Level of theory: ωB97M-V with the def2-TZVPD basis set

Calculated values
E_LUMO in hartree: 0.0226
Energy above the lowest of the compared OMol25 structures with the same formula, charge and spin in kcal per mole: 122.29
Max |F| in eV Å⁻¹: 3.7
E_HOMO in eV: -7.30
Orbital gap in eV: 7.91
SMILES: CCS(#N)(CC)[Si](C)(C)C

Each line ends with the Löwdin charge.
Element x y z (Å)
C: 2.553 -1.330 1.128  -0.18
C: 1.186 -1.499 0.663  -0.39
S: 0.766 -0.200 -0.658  0.62
N: 1.712 -0.414 -1.763  -0.43
C: 0.985 1.500 0.280  -0.35
C: 2.265 2.100 -0.260  -0.18
Si: -1.793 -0.165 -0.483  0.65
C: -2.299 1.389 -1.455  -0.23
C: -2.626 -1.826 -1.020  -0.19
C: -1.773 -0.050 1.441  -0.21
H: 2.823 -2.193 1.749  0.09
H: 3.252 -1.344 0.295  0.08
H: 2.637 -0.415 1.693  0.06
H: 0.513 -1.516 1.556  0.09
H: 1.219 -2.404 0.148  0.06
H: 0.211 2.132 0.051  0.03
H: 1.118 1.127 1.315  0.07
H: 2.509 1.525 -1.299  0.08
H: 2.320 3.183 -0.488  0.07
H: 3.126 1.836 0.357  0.06
H: -2.963 1.321 -2.293  0.00
H: -2.706 2.224 -0.760  0.06
H: -1.353 1.854 -1.974  0.06
H: -2.626 -2.587 -0.354  -0.03
H: -3.703 -1.855 -1.137  0.03
H: -2.142 -2.069 -1.975  0.04
H: -2.724 0.431 1.888  0.07
H: -1.671 -1.109 1.717  0.02
H: -0.817 0.354 1.637  -0.04

=====

Formula: C38H101N10O6
Source: the Open Molecules 2025 dataset
Level of theory: ωB97M-V with the def2-TZVPD basis set

Calculated values
E_LUMO in hartree: -0.1068
Energy above the lowest of the compared OMol25 structures with the same formula, charge and spin in kcal per mole: 17.72
Max |F| in eV Å⁻¹: 4.8
E_HOMO in eV: -5.90
Net charge: +1
Orbital gap in eV: 2.99

Each line ends with the Löwdin charge.
Element x y z (Å)
N: -11.203 0.544 -1.438  0.32
H: -10.326 0.964 -1.165  0.05
H: -11.029 -0.381 -1.804  0.14
H: -11.616 1.133 -2.147  0.06
H: -11.757 0.579 -0.595  0.13
N: -11.392 3.250 2.400  0.29
H: -10.837 3.777 3.059  0.06
H: -12.211 3.744 2.074  0.05
H: -11.744 2.368 2.743  0.13
H: -10.805 3.138 1.585  0.02
N: -3.146 1.366 -1.638  0.31
H: -3.594 0.602 -2.124  0.04
H: -2.727 2.070 -2.228  0.13
H: -2.387 1.129 -1.015  0.14
H: -3.939 1.728 -1.128  0.06
N: -4.164 5.875 0.331  0.33
H: -4.819 5.354 0.897  0.06
H: -4.634 6.651 -0.111  0.15
H: -3.890 5.227 -0.393  0.13
H: -3.297 6.092 0.803  0.15
N: -7.612 -0.936 -1.914  0.29
H: -8.162 -1.227 -2.709  0.13
H: -6.629 -0.838 -2.123  0.05
H: -7.690 -1.605 -1.161  0.08
H: -7.860 -0.017 -1.576  0.01
C: -8.039 3.977 1.362  0.01
C: -8.791 3.125 0.460  -0.24
C: -7.988 2.096 -0.475  -0.27
O: -8.642 1.263 -1.127  -0.09
C: -6.544 2.075 -0.432  -0.01
C: -5.875 2.907 0.458  -0.34
C: -6.673 3.866 1.376  -0.31
O: -6.064 4.741 2.112  -0.07
O: -4.615 2.829 0.405  -0.05
O: -10.042 3.237 0.291  -0.08
H: -8.647 4.537 2.058  0.08
H: -6.038 1.396 -1.102  0.10
O: -4.738 -0.704 -2.779  -0.41
C: -4.082 -1.874 -2.350  -0.38
C: -4.619 -2.868 -1.196  -0.44
O: -5.937 -3.093 -0.822  -0.41
H: -3.131 -1.486 -1.987  0.05
H: -3.841 -2.487 -3.219  0.07
H: -4.209 -2.456 -0.274  0.04
H: -4.174 -3.862 -1.219  0.07
C: -5.522 4.723 -6.996  -0.09
C: -5.031 3.300 -6.497  -0.22
N: -6.116 2.391 -6.118  -0.15
C: -6.880 2.848 -4.920  -0.24
C: -5.927 3.071 -3.699  -0.07
C: -7.175 2.114 -7.152  -0.25
C: -6.696 1.303 -8.388  -0.07
H: -4.893 5.038 -7.829  0.07
H: -5.497 5.454 -6.189  0.05
H: -6.557 4.813 -7.326  0.05
H: -4.449 3.113 -7.399  0.10
H: -4.330 3.475 -5.681  0.09
H: -7.305 3.824 -5.153  0.09
H: -7.644 2.098 -4.719  0.09
H: -5.279 3.926 -3.889  0.06
H: -6.510 3.083 -2.778  0.04
H: -5.350 2.158 -3.547  0.06
H: -7.739 2.995 -7.458  0.09
H: -7.954 1.525 -6.667  0.09
H: -5.897 1.854 -8.884  0.06
H: -7.358 0.927 -9.168  0.07
H: -6.327 0.366 -7.970  0.07
C: -9.532 -2.073 1.217  -0.07
C: -8.507 -0.982 1.693  -0.22
N: -7.635 -1.446 2.854  -0.14
C: -8.461 -1.451 4.077  -0.23
C: -7.672 -2.100 5.293  -0.07
C: -6.529 -0.454 3.005  -0.24
C: -5.435 -0.549 1.905  -0.07
H: -9.011 -3.013 1.034  0.09
H: -9.984 -1.719 0.290  0.03
H: -10.390 -2.079 1.889  0.06
H: -7.940 -0.607 0.841  0.07
H: -9.114 -0.158 2.069  0.08
H: -9.329 -2.062 3.826  0.10
H: -8.733 -0.416 4.284  0.09
H: -8.434 -2.337 6.035  0.06
H: -6.937 -1.397 5.686  0.05
H: -7.178 -3.057 5.128  0.08
H: -6.905 0.563 3.113  0.09
H: -5.954 -0.573 3.923  0.10
H: -4.646 0.190 1.769  0.06
H: -4.957 -1.528 1.862  0.08
H: -5.887 -0.406 0.924  0.03
C: -10.064 3.238 -4.162  -0.06
C: -11.606 3.368 -4.135  -0.22
N: -12.290 2.119 -3.638  -0.21
C: -12.323 1.030 -4.746  -0.21
C: -13.018 1.356 -6.075  -0.07
C: -13.619 2.484 -3.198  -0.26
C: -14.379 1.343 -2.442  -0.06
H: -9.837 2.757 -3.211  0.07
H: -9.631 4.225 -4.324  0.08
H: -9.814 2.730 -5.093  0.06
H: -11.983 4.226 -3.580  0.10
H: -12.012 3.549 -5.130  0.10
H: -11.339 0.584 -4.891  0.11
H: -12.825 0.197 -4.256  0.08
H: -13.162 0.380 -6.538  0.08
H: -13.986 1.845 -5.964  0.08
H: -12.311 1.875 -6.722  0.07
H: -14.172 3.117 -3.892  0.12
H: -13.414 3.107 -2.327  0.08
H: -14.524 0.455 -3.059  0.06
H: -15.418 1.612 -2.252  0.08
H: -13.881 1.075 -1.510  0.05
C: -9.311 2.652 4.552  -0.09
C: -9.314 4.169 4.746  -0.24
N: -10.626 4.802 4.570  -0.21
C: -11.611 4.511 5.684  -0.19
C: -11.229 5.174 7.066  -0.07
C: -10.644 6.262 4.331  -0.24
C: -9.665 6.772 3.335  -0.07
H: -10.084 2.169 5.150  0.07
H: -8.399 2.219 4.965  0.08
H: -9.550 2.230 3.576  0.04
H: -8.834 4.383 5.700  0.12
H: -8.537 4.462 4.039  0.08
H: -12.585 4.758 5.262  0.10
H: -11.740 3.456 5.926  0.10
H: -12.034 4.856 7.729  0.07
H: -10.260 4.864 7.457  0.07
H: -11.210 6.259 7.168  0.06
H: -10.430 6.689 5.310  0.10
H: -11.664 6.521 4.048  0.10
H: -8.620 6.478 3.436  0.08
H: -9.647 7.858 3.435  0.09
H: -10.094 6.526 2.364  0.06
C: -14.940 6.934 1.396  -0.06
C: -13.586 6.316 1.915  -0.20
N: -13.207 5.044 1.301  -0.22
C: -14.204 3.975 1.264  -0.27
C: -14.693 3.555 2.641  -0.08
C: -12.723 5.129 -0.059  -0.26
C: -11.340 5.833 -0.363  -0.05
H: -14.903 7.094 0.318  0.06
H: -15.167 7.966 1.665  0.07
H: -15.797 6.312 1.654  0.07
H: -12.778 7.047 1.939  0.11
H: -13.778 6.032 2.949  0.09
H: -15.081 4.308 0.709  0.12
H: -13.882 3.016 0.857  0.11
H: -13.879 3.190 3.268  0.06
H: -15.373 4.262 3.116  0.08
H: -15.322 2.680 2.485  0.08
H: -13.427 5.578 -0.759  0.11
H: -12.508 4.124 -0.422  0.08
H: -10.986 5.632 -1.374  0.07
H: -10.562 5.512 0.330  0.04
H: -11.617 6.881 -0.250  0.07

=====

Formula: C23H44BNO7
Source: the Open Molecules 2025 dataset
Level of theory: ωB97M-V with the def2-TZVPD basis set

Calculated values
E_LUMO in hartree: -0.0181
Max |F| in eV Å⁻¹: 8.9
E_HOMO in eV: -7.69
Orbital gap in eV: 7.20
SMILES: CCCO[C@]1(COC)OC(=O)[C@@](CCC(C)C)(OCCOCC)[C@@]1(N=C(C)C)B(O)CC

Each line ends with the Löwdin charge.
Element x y z (Å)
C: -0.885 5.770 1.712  -0.15
C: -1.968 4.589 1.368  -0.22
C: -2.036 4.203 -0.258  -0.16
O: -2.082 2.756 -0.452  -0.14
C: -0.774 2.109 -0.491  -0.26
C: 0.597 2.886 -0.081  -0.05
O: 1.092 3.703 -1.239  -0.23
C: 2.392 3.199 -1.708  -0.12
O: -0.580 1.944 -1.972  0.01
C: -1.142 0.616 -2.259  -0.17
O: -1.971 0.205 -3.220  0.02
C: -0.394 -0.276 -1.043  -0.21
C: -0.990 -1.748 -1.432  -0.11
C: -0.479 -3.018 -0.566  -0.16
C: -0.460 -4.324 -1.612  -0.38
C: 0.835 -4.333 -2.617  -0.12
C: -1.890 -4.467 -2.438  -0.12
O: 1.001 -0.004 -1.414  -0.12
C: 1.988 -0.591 -0.524  -0.13
C: 3.019 -1.585 -1.387  -0.15
O: 3.768 -2.476 -0.486  -0.23
C: 5.167 -1.977 -0.307  -0.23
C: 5.242 -0.632 0.666  -0.11
C: -1.103 0.608 0.176  -0.11
N: -2.575 0.483 -0.225  0.07
C: -3.374 0.114 0.818  -0.20
C: -4.132 1.332 1.681  -0.03
C: -3.751 -1.415 1.288  -0.05
B: -0.659 0.384 1.734  -0.29
O: -0.323 1.530 2.655  0.01
C: -0.593 -1.094 2.526  -0.17
C: 0.907 -1.439 3.117  -0.13
H: -0.067 5.272 2.424  0.08
H: -0.371 6.249 0.776  0.08
H: -1.458 6.556 2.396  0.08
H: -1.791 3.584 1.988  0.10
H: -3.041 4.966 1.704  0.10
H: -1.256 4.787 -0.903  0.13
H: -3.103 4.617 -0.603  0.14
H: 0.558 3.514 0.906  0.13
H: 1.458 2.076 0.091  0.13
H: 2.848 3.913 -2.546  0.11
H: 2.274 2.144 -2.213  0.10
H: 3.210 3.154 -0.841  0.11
H: -2.181 -1.803 -1.467  0.13
H: -0.657 -1.948 -2.562  0.13
H: 0.599 -2.966 -0.125  0.11
H: -1.319 -3.290 0.222  0.09
H: -0.394 -5.279 -0.907  0.13
H: 1.822 -4.505 -1.979  0.09
H: 0.712 -5.186 -3.439  0.09
H: 0.913 -3.319 -3.223  0.07
H: -1.882 -3.883 -3.466  0.09
H: -2.036 -5.613 -2.716  0.08
H: -2.838 -4.190 -1.777  0.08
H: 1.589 -1.116 0.438  0.11
H: 2.692 0.296 -0.145  0.11
H: 3.812 -0.833 -1.869  0.13
H: 2.494 -2.115 -2.289  0.11
H: 5.698 -1.800 -1.360  0.13
H: 5.844 -2.790 0.241  0.13
H: 4.618 -0.849 1.642  0.09
H: 4.862 0.339 0.125  0.06
H: 6.364 -0.464 1.020  0.09
H: -5.209 0.965 1.958  0.08
H: -4.263 2.212 0.885  0.10
H: -3.490 1.692 2.601  0.09
H: -3.188 -2.263 0.711  0.07
H: -4.929 -1.520 1.189  0.10
H: -3.539 -1.456 2.463  0.10
H: -0.739 1.292 3.535  0.11
H: -1.277 -0.928 3.491  0.11
H: -1.097 -1.961 1.930  0.07
H: 0.895 -1.873 4.220  0.09
H: 1.610 -0.492 3.073  0.09
H: 1.407 -2.241 2.391  0.08

=====

Formula: C18H19Br30N2O2
Source: the Open Molecules 2025 dataset
Level of theory: ωB97M-V with the def2-TZVPD basis set

Calculated values
E_LUMO in hartree: -0.1900
Max |F| in eV Å⁻¹: 10.0
E_HOMO in eV: -11.02
Net charge: +1
Orbital gap in eV: 5.85

Each line ends with the Löwdin charge.
Element x y z (Å)
C: -2.437 3.165 1.121  0.04
C: -0.966 3.277 0.924  -0.19
O: -0.227 4.478 0.499  -0.05
C: 0.878 4.581 1.510  -0.22
O: 2.165 4.841 1.158  0.04
C: 0.452 4.300 3.095  0.00
C: -0.249 5.576 3.880  0.08
C: -0.689 5.311 5.455  0.05
N: -0.481 3.956 6.095  0.07
C: 0.154 2.746 5.424  -0.10
N: 0.336 1.377 6.103  0.02
C: 0.684 2.847 3.865  0.11
H: -3.175 4.043 1.361  0.09
H: -2.897 2.073 1.091  0.04
H: -0.312 2.317 1.185  0.13
H: -0.401 6.622 3.359  0.13
H: -1.177 6.194 6.091  0.15
H: -0.793 3.829 7.090  0.03
H: 1.347 1.076 6.045  0.04
H: -0.170 0.716 5.441  0.10
H: 1.171 1.961 3.259  0.13
C: -1.272 0.617 -2.517  -1.58
Br: -2.333 0.133 -0.960  0.55
Br: 0.634 0.408 -2.187  0.55
Br: -1.841 -0.346 -4.108  0.55
H: -1.449 1.681 -2.706  -0.02
C: -3.434 0.265 -8.145  -1.59
Br: -5.288 0.188 -8.729  0.58
Br: -2.889 -1.372 -7.248  0.51
Br: -2.234 0.724 -9.606  0.52
H: -3.364 1.072 -7.409  -0.08
C: -0.154 3.075 10.458  -1.57
Br: -1.172 4.464 9.554  0.60
Br: -0.699 2.872 12.315  0.60
Br: -0.221 1.386 9.496  0.53
H: 0.892 3.398 10.465  -0.02
C: -0.871 -5.342 -6.597  -1.57
Br: -2.397 -5.212 -5.398  0.55
Br: -1.250 -4.560 -8.338  0.52
Br: 0.739 -4.594 -5.803  0.59
H: -0.682 -6.408 -6.760  -0.02
C: 1.826 -2.081 10.291  -1.57
Br: 0.300 -1.951 11.490  0.56
Br: 1.447 -1.299 8.550  0.47
Br: 3.437 -1.333 11.085  0.58
H: 2.015 -3.147 10.128  -0.02
C: 4.214 -5.513 -4.248  -1.62
Br: 3.921 -4.925 -2.417  0.54
Br: 5.871 -4.804 -4.980  0.56
Br: 4.122 -7.450 -4.410  0.55
H: 3.397 -5.103 -4.851  -0.10
C: -0.179 -3.616 -12.185  -1.60
Br: 0.546 -3.452 -13.983  0.56
Br: 1.023 -4.593 -11.007  0.53
Br: -0.673 -1.887 -11.443  0.53
H: -1.098 -4.205 -12.263  -0.02
C: 3.241 -3.165 5.196  -1.58
Br: 5.098 -3.131 5.774  0.59
Br: 2.408 -1.412 5.334  0.50
Br: 3.052 -3.918 3.412  0.57
H: 2.705 -3.829 5.881  -0.02
C: -1.459 -3.792 0.961  -1.59
Br: 0.070 -2.650 1.337  0.50
Br: -3.085 -3.123 1.793  0.55
Br: -1.691 -4.086 -0.948  0.56
H: -1.248 -4.768 1.411  -0.02
C: -0.616 4.395 -7.874  -1.59
Br: -0.516 5.045 -9.705  0.57
Br: -2.395 3.743 -7.433  0.57
Br: 0.755 3.066 -7.502  0.55
H: -0.418 5.250 -7.220  -0.02